No. 1
This record from the OMol25 dataset describes a structure of composition C6H19O11PPd in a non-equilibrium geometry. The level of theory is the ωB97M-V functional and the def2-TZVPD basis.

The energy relative to the best compared isomer or geometry (same formula, charge and spin) comes out at 260.15 kJ/mol. The value obtained for the orbital gap (alpha / beta) is 6.8 / 6.6 eV. The lowest unoccupied orbital energy (alpha / beta) is 2.46 / 2.46 eV.

Geometry as ORCA input:
```
! wB97M-V def2-TZVPD RIJCOSX def2/J DEFGRID3
* xyz -1 4
Pd 26.989 -4.438 18.360
O 26.339 -5.076 16.351
H 26.637 -5.122 15.421
P 28.392 -6.883 18.539
O 26.918 -6.479 18.805
O 28.541 -7.953 19.640
O 28.829 -5.420 18.623
O 27.922 -7.304 17.110
C 27.087 -1.341 18.933
C 27.287 -2.007 20.330
O 27.497 -3.409 20.145
O 26.466 -2.227 17.972
H 28.016 -0.989 18.483
H 26.476 -0.440 18.999
H 26.428 -1.835 20.978
H 28.024 -1.381 20.834
H 28.130 -3.753 20.780
H 26.727 -2.005 17.075
C 30.980 -3.957 16.551
C 29.957 -2.855 16.401
O 28.681 -3.422 16.508
O 31.108 -4.201 17.952
H 31.894 -3.620 16.061
H 30.758 -4.842 15.955
H 30.091 -2.388 15.425
H 29.970 -2.047 17.133
H 28.539 -4.129 15.874
H 30.298 -4.649 18.206
C 23.776 -3.717 19.783
C 23.299 -4.542 21.030
O 22.795 -5.771 20.700
O 24.851 -4.359 19.154
H 24.182 -2.761 20.116
H 22.978 -3.393 19.115
H 22.504 -3.996 21.538
H 24.120 -4.834 21.685
H 23.502 -6.299 20.323
H 24.542 -5.209 18.832
*
```

=====

No. 2
This record from the OMol25 dataset describes a cluster of 15 separate species, C75H190N10O15S5 in total in a non-equilibrium geometry. The level of theory is the ωB97M-V functional and the def2-TZVPD basis.

The value obtained for the orbital gap is 8.0 eV. The lowest unoccupied orbital energy is -0.06 eV.

Geometry as ORCA input:
```
! wB97M-V def2-TZVPD RIJCOSX def2/J DEFGRID3
* xyz 0 1
C 3.918 4.627 -0.004
C 5.466 4.447 0.296
N 5.602 3.713 1.620
C 6.929 3.972 2.164
C 7.191 3.396 3.546
C 5.155 2.314 1.516
C 5.810 1.481 0.420
H 3.338 4.614 0.919
H 3.639 3.752 -0.591
H 3.729 5.496 -0.634
H 6.043 4.016 -0.523
H 5.818 5.472 0.407
H 7.698 3.539 1.524
H 7.069 5.052 2.202
H 6.361 3.238 4.235
H 7.500 2.373 3.330
H 7.873 4.016 4.127
H 4.079 2.152 1.444
H 5.358 1.808 2.460
H 5.503 1.854 -0.557
H 5.520 0.436 0.535
H 6.899 1.442 0.414
C -7.165 3.709 1.077
C -6.128 2.769 0.442
N -6.756 1.587 -0.107
C -7.389 0.588 0.810
C -6.282 -0.203 1.572
C -7.573 1.907 -1.278
C -7.661 0.788 -2.294
H -7.626 3.295 1.973
H -7.915 4.057 0.366
H -6.639 4.585 1.458
H -5.508 3.298 -0.282
H -5.392 2.494 1.198
H -8.044 1.184 1.446
H -7.938 -0.184 0.270
H -6.836 -0.867 2.236
H -5.612 -0.778 0.933
H -5.764 0.538 2.182
H -7.240 2.835 -1.742
H -8.578 2.128 -0.917
H -6.645 0.662 -2.671
H -8.258 1.099 -3.152
H -7.899 -0.208 -1.921
C -3.216 1.281 -0.119
C -2.323 0.078 -0.607
N -1.046 0.305 0.024
C -0.346 -0.907 0.433
C 0.781 -0.728 1.424
C -0.196 1.085 -0.870
C 0.513 2.224 -0.012
H -3.218 1.415 0.962
H -4.216 1.151 -0.534
H -2.855 2.210 -0.561
H -2.714 -0.836 -0.160
H -2.386 -0.080 -1.684
H -1.086 -1.548 0.912
H 0.087 -1.421 -0.425
H 1.006 -1.636 1.984
H 1.743 -0.452 0.994
H 0.378 0.022 2.105
H -0.753 1.553 -1.682
H 0.633 0.512 -1.287
H 1.126 1.796 0.781
H -0.294 2.809 0.427
H 1.158 2.939 -0.522
C 0.639 6.605 3.227
C 0.507 6.315 1.672
N -0.822 6.738 1.126
C -1.951 6.081 1.789
C -2.044 4.525 1.653
C -0.828 6.531 -0.312
C 0.232 7.436 -1.020
H -0.129 6.011 3.722
H 0.477 7.657 3.463
H 1.574 6.403 3.751
H 1.344 6.848 1.219
H 0.663 5.259 1.455
H -2.817 6.455 1.242
H -1.992 6.424 2.822
H -1.127 4.154 2.111
H -2.074 4.225 0.606
H -2.785 4.027 2.279
H -0.658 5.469 -0.492
H -1.815 6.683 -0.750
H 1.249 7.045 -1.014
H -0.171 7.655 -2.009
H 0.332 8.380 -0.485
C -3.639 4.212 -2.514
C -2.493 4.086 -3.545
N -2.920 3.814 -4.905
C -3.906 2.681 -5.146
C -3.261 1.364 -4.950
C -1.828 3.838 -5.880
C -2.293 4.124 -7.287
H -3.173 4.430 -1.553
H -4.219 3.304 -2.348
H -4.258 5.069 -2.781
H -1.924 5.015 -3.522
H -1.745 3.345 -3.264
H -4.727 2.649 -4.429
H -4.396 2.656 -6.119
H -2.795 1.173 -3.984
H -4.071 0.639 -5.034
H -2.618 1.105 -5.791
H -1.260 2.912 -5.784
H -1.083 4.582 -5.596
H -1.432 3.993 -7.942
H -2.600 5.158 -7.445
H -3.057 3.476 -7.716
C 5.502 4.308 -4.037
C 4.175 4.166 -4.831
N 3.593 2.865 -4.655
C 2.474 2.615 -5.578
C 2.894 2.351 -6.992
C 3.180 2.665 -3.242
C 3.405 1.252 -2.779
H 5.265 4.725 -3.058
H 6.160 4.986 -4.581
H 6.012 3.377 -3.792
H 3.435 4.929 -4.587
H 4.583 4.415 -5.811
H 1.853 1.793 -5.222
H 1.831 3.495 -5.597
H 3.509 1.451 -7.012
H 2.054 2.268 -7.681
H 3.452 3.162 -7.460
H 2.118 2.830 -3.059
H 3.739 3.343 -2.598
H 2.851 1.036 -1.865
H 4.466 1.106 -2.575
H 3.062 0.603 -3.584
C 3.932 -1.987 4.026
C 2.826 -2.971 4.442
N 2.146 -2.609 5.683
C 1.292 -3.776 6.054
C 2.068 -5.017 6.472
C 1.419 -1.348 5.468
C 0.697 -0.868 6.730
H 3.537 -1.105 3.522
H 4.629 -2.406 3.300
H 4.532 -1.667 4.878
H 2.212 -3.031 3.544
H 3.325 -3.932 4.560
H 0.636 -3.572 6.899
H 0.712 -4.064 5.177
H 2.758 -4.800 7.288
H 1.394 -5.839 6.711
H 2.662 -5.482 5.685
H 0.689 -1.480 4.669
H 2.052 -0.491 5.240
H 1.310 -1.120 7.595
H -0.232 -1.427 6.841
H 0.576 0.213 6.652
C 2.717 -3.685 -4.764
C 2.047 -2.258 -4.619
N 0.577 -2.230 -4.681
C 0.043 -2.800 -3.485
C -1.446 -3.089 -3.599
C 0.151 -0.880 -4.964
C 0.142 -0.470 -6.444
H 2.389 -4.375 -3.986
H 3.806 -3.690 -4.729
H 2.508 -4.105 -5.748
H 2.328 -1.756 -3.693
H 2.410 -1.623 -5.427
H 0.229 -2.232 -2.574
H 0.531 -3.769 -3.378
H -2.057 -2.199 -3.751
H -1.743 -3.334 -2.580
H -1.776 -3.756 -4.395
H -0.873 -0.859 -4.591
H 0.716 -0.173 -4.358
H 1.105 -0.316 -6.932
H -0.467 -1.121 -7.071
H -0.414 0.466 -6.494
C 1.336 3.877 6.776
C 2.830 3.625 6.811
N 3.218 2.716 5.775
C 4.541 2.074 5.967
C 4.445 0.931 6.952
C 3.136 3.306 4.412
C 1.957 2.750 3.619
H 0.984 4.396 5.884
H 0.987 4.396 7.669
H 0.911 2.874 6.735
H 3.313 4.602 6.794
H 2.977 3.101 7.755
H 4.793 1.553 5.043
H 5.334 2.768 6.246
H 3.786 0.165 6.543
H 5.414 0.481 7.170
H 3.870 1.210 7.834
H 4.003 3.058 3.801
H 3.002 4.388 4.426
H 1.035 3.086 4.094
H 1.965 1.661 3.582
H 1.952 3.170 2.613
C -6.343 -2.773 -5.382
C -5.727 -3.792 -4.362
N -6.367 -3.587 -3.058
C -5.916 -4.641 -2.105
C -6.628 -6.005 -2.383
C -6.230 -2.272 -2.375
C -4.827 -1.872 -1.991
H -6.041 -1.737 -5.226
H -7.430 -2.715 -5.329
H -6.168 -3.060 -6.419
H -5.798 -4.829 -4.691
H -4.647 -3.677 -4.277
H -4.827 -4.676 -2.092
H -6.235 -4.485 -1.075
H -7.717 -5.946 -2.388
H -6.306 -6.477 -3.311
H -6.249 -6.720 -1.653
H -6.802 -2.307 -1.448
H -6.761 -1.567 -3.014
H -4.783 -0.889 -1.522
H -4.280 -1.924 -2.932
H -4.327 -2.579 -1.329
O 0.233 -9.959 3.819
S 0.438 -8.544 3.999
O 1.111 -8.054 5.238
O 1.217 -7.995 2.638
C 1.569 -6.606 2.604
C 3.108 -6.540 2.762
C -1.203 -7.665 3.793
H 1.225 -5.946 3.400
H 1.031 -6.365 1.687
H 3.471 -5.599 2.349
H 3.647 -7.270 2.158
H 3.518 -6.723 3.755
H -1.697 -8.230 3.003
H -1.093 -6.618 3.509
H -1.771 -7.754 4.719
O 5.313 -1.280 -2.246
S 6.336 -1.600 -3.328
O 7.793 -1.271 -3.172
O 6.121 -3.246 -3.658
C 7.044 -3.951 -4.468
C 8.135 -4.480 -3.567
C 5.702 -0.966 -4.921
H 7.496 -3.239 -5.158
H 6.583 -4.707 -5.104
H 8.755 -5.107 -4.207
H 7.804 -5.109 -2.741
H 8.766 -3.716 -3.112
H 6.538 -0.637 -5.538
H 4.939 -0.235 -4.653
H 5.248 -1.884 -5.294
O 4.047 -5.822 -2.635
S 3.398 -6.173 -1.392
O 3.739 -7.328 -0.584
O 3.420 -4.848 -0.355
C 3.482 -3.559 -0.953
C 3.265 -2.549 0.180
C 1.585 -6.228 -1.654
H 2.755 -3.466 -1.760
H 4.457 -3.480 -1.435
H 3.127 -1.534 -0.193
H 4.103 -2.487 0.875
H 2.360 -2.793 0.735
H 1.185 -5.260 -1.958
H 1.230 -6.435 -0.645
H 1.349 -7.045 -2.336
O -4.860 4.705 4.763
S -4.905 3.317 5.173
O -6.144 2.541 5.105
O -3.638 2.470 4.378
C -3.414 1.086 4.625
C -2.099 0.836 3.963
C -4.278 3.250 6.899
H -4.276 0.540 4.241
H -3.367 0.835 5.685
H -1.982 -0.240 3.836
H -1.309 1.419 4.436
H -2.114 1.175 2.927
H -3.219 3.503 6.960
H -4.417 2.263 7.338
H -4.858 3.986 7.456
O -1.281 -3.971 1.841
S -2.581 -4.230 1.219
O -2.794 -4.097 -0.245
O -3.124 -5.758 1.688
C -4.373 -6.198 1.350
C -4.310 -7.636 0.937
C -3.924 -3.271 2.081
H -4.729 -5.718 0.438
H -5.101 -6.116 2.157
H -3.576 -7.982 0.209
H -5.274 -8.027 0.610
H -3.997 -8.241 1.788
H -3.744 -2.200 2.168
H -3.965 -3.784 3.042
H -4.851 -3.337 1.512
*
```